The following is a DFT calculation (ωB97M-V/def2-TZVPD) of an isolated molecule of C15H18N4O2.

```
39
Properties=species:S:1:pos:R:3:forces:R:3:mulliken_charge:R:1
O -2.34901 0.56401 -0.53707 -0.0068 -0.0299 -0.1063 -0.71
C -1.84607 0.81514 0.54434 -0.1301 -0.1298 0.0900 0.52
N -2.05163 0.15000 1.68578 0.2191 0.1476 0.3435 -0.08
H -1.52355 0.47789 2.48656 -0.0340 0.0657 -0.1583 0.25
C -2.87084 -1.02926 1.79914 -0.1062 -0.3256 -0.0579 -0.84
C -2.02900 -2.29489 1.97161 -0.0376 0.2278 -0.3062 -0.29
H -1.39144 -2.19697 2.85350 -0.0039 -0.0699 0.0327 0.30
H -2.69522 -3.14463 2.12948 0.0194 -0.0309 0.0471 0.31
C -1.15238 -2.55697 0.74102 -0.3802 0.3649 0.2766 -0.82
N -0.37267 -3.75207 0.90287 0.2394 -0.2230 -0.0829 0.23
C 0.88986 -3.84927 1.38285 0.0878 0.1166 0.0062 -0.04
N 1.29220 -5.08574 1.46975 0.5600 -0.0343 0.2292 -0.66
C 0.24964 -5.84009 1.03537 -0.2696 -0.0120 -0.0757 -0.48
C -0.79342 -5.03402 0.68297 -0.1008 -0.2789 -0.0525 -0.20
H -1.76696 -5.25355 0.29510 -0.2117 -0.0190 -0.0865 0.39
H 0.31800 -6.90870 1.00260 -0.0802 -0.2223 -0.0535 0.40
H 1.47876 -2.99289 1.64610 0.0632 0.2849 0.0335 0.36
H -1.78318 -2.65521 -0.14740 0.1378 0.0488 0.0339 0.32
H -0.46970 -1.71712 0.58508 -0.0770 -0.1038 -0.0710 0.28
H -3.54769 -0.91655 2.65090 0.0019 0.0061 -0.1398 0.36
H -3.45850 -1.09103 0.87925 -0.0468 -0.0024 0.1496 0.36
C -0.86553 1.97738 0.73697 0.0434 0.1924 -0.0421 0.59
O -0.32040 2.17657 1.81008 0.0897 -0.0071 0.0896 -0.71
N -0.71336 2.69369 -0.37767 -0.2451 -0.0382 -0.3017 -0.10
H -1.20727 2.35512 -1.19500 0.0178 -0.0601 0.1486 0.26
C 0.21608 3.79315 -0.51807 0.1322 0.0637 0.1701 -1.04
C 1.36749 3.41306 -1.41427 -0.0242 0.0902 -0.0333 0.68
C 1.56209 4.03540 -2.63865 -0.0398 0.0038 0.1359 -0.48
C 2.61306 3.65624 -3.45662 0.0831 -0.0125 -0.1087 -0.52
C 3.47130 2.64550 -3.06046 0.0391 0.0351 -0.1037 -0.42
C 3.27954 2.01633 -1.84119 0.0051 -0.0597 0.0783 -0.55
C 2.23366 2.39925 -1.02205 0.0097 0.0289 -0.0203 -0.27
H 2.08366 1.91590 -0.06744 -0.0129 -0.0696 0.1240 0.41
H 3.94817 1.22821 -1.52811 0.0573 -0.0617 0.0290 0.39
H 4.28906 2.34819 -3.69986 0.0646 -0.0218 -0.0534 0.38
H 2.75920 4.14941 -4.40625 0.0141 0.0331 -0.0791 0.37
H 0.89270 4.82393 -2.95221 -0.0801 0.0806 -0.0221 0.31
H -0.31211 4.66321 -0.91911 0.0870 -0.0519 0.0907 0.42
H 0.57547 4.02138 0.49006 -0.0849 0.0741 -0.1535 0.33
```
Positions in Å, forces in eV/Å.

SMILES string	O=C(NCCCn1ccnc1)C(=O)NCc1ccccc1
net charge	0
E_HOMO	-8.76	eV
frontier orbital gap	9.351	eV
energy	-951.94728	Eh

***

The following is a DFT calculation (ωB97M-V/def2-TZVPD) of a structure of composition C4H11O3Pt in a non-equilibrium geometry.

```
19
Properties=species:S:1:pos:R:3:forces:R:3:mulliken_spin:R:1
C -0.76103 -1.36794 -2.07720 -1.6248 -0.9257 1.7798 0.01
O 1.29515 0.74661 -2.39219 1.6941 -1.7117 -4.6530 0.30
H -0.04142 -2.14481 -1.78426 0.0231 0.5143 -0.4736 0.00
H -1.77023 -1.80246 -2.05895 0.2623 -0.0925 0.2911 0.00
H -0.71068 -0.97229 -3.09632 0.8472 0.7836 0.7909 0.00
H 2.24697 0.73999 -2.48301 0.2966 0.4596 -0.0310 0.00
C -1.01400 -0.77522 0.41461 -0.4597 -1.6681 0.1582 0.00
C -0.82084 0.39721 1.34750 -1.1315 -0.0598 0.9633 0.00
O 0.31125 1.18374 0.95606 -1.3409 -0.1201 3.6948 0.13
C 1.40577 1.20316 1.87452 0.9180 0.1101 0.6034 -0.01
H -2.05355 -1.13029 0.47576 0.3254 -0.0278 0.2986 0.00
H -0.32402 -1.59459 0.67000 -0.1476 0.1378 -0.1661 0.00
H -0.68845 0.03146 2.37286 -0.0879 0.0556 -0.2143 0.01
H -1.69316 1.06250 1.32091 0.2424 -0.0818 0.0206 0.00
H 2.19667 1.81819 1.43363 -0.2686 -0.1956 0.0657 0.01
H 1.07888 1.65170 2.82065 -0.0299 -0.0974 -0.2855 0.00
H 1.76624 0.17986 2.04621 -0.0821 0.2597 -0.1106 0.00
Pt 0.37262 1.12084 -0.91919 3.9689 6.9341 -0.6699 1.47
O -0.79616 -0.34766 -0.92160 -3.4050 -4.2743 -2.0621 0.08
```
Positions in Å, forces in eV/Å.

spin multiplicity	3
net charge	+1
E_HOMO (spin up / spin down)	-12.22 / -13.23	eV
frontier orbital gap (spin up / spin down)	9.320 / 8.304	eV
energy	-503.56014	Eh

***

The following is a DFT calculation (ωB97M-V/def2-TZVPD) of an isolated molecule of C7H8N3O2PS in a non-equilibrium geometry.

```
22
Properties=species:S:1:pos:R:3:forces:R:3:mulliken_charge:R:1
C -2.06590 0.91394 0.78354 0.4872 2.0820 1.7467 -0.63
C -0.77755 1.07062 0.52649 0.1404 0.0123 -0.2563 -0.83
C -2.28680 -0.71219 -0.94750 -2.8482 -1.4684 -0.6233 -0.22
C -2.85223 0.11188 -0.06046 -0.2251 -1.6185 -1.9316 0.23
C -0.36608 -1.96426 0.10335 -2.9887 -2.0974 -1.1174 -0.16
C -0.85867 -0.99108 -0.99935 1.9148 2.0280 2.8833 -0.18
C -0.04989 0.27955 -0.49857 1.1919 0.6315 -1.8625 0.17
N 0.64208 -1.45765 0.72612 2.5108 0.4104 2.3476 0.00
N 1.12694 -0.22093 0.32859 -0.7091 1.2764 -2.1662 -0.21
N -4.29912 0.23844 -0.07216 -2.0609 0.6117 -0.3813 0.94
O -4.77700 1.03298 0.75215 0.5412 -1.2127 -1.0313 -0.58
O -4.97471 -0.37996 -0.91876 1.3371 0.9798 1.6419 -0.58
P 2.76826 -0.16200 -0.39947 -1.1913 -0.6355 1.1936 -0.13
S -1.15655 -3.39643 0.42616 0.5082 0.5942 0.0233 -0.33
H -2.51782 1.52465 1.56260 -0.0860 -0.3684 -0.1256 0.42
H -0.08246 1.67674 1.09077 -0.4780 0.3194 0.2131 0.36
H -2.95390 -1.30994 -1.64327 0.8418 0.8904 1.0767 0.39
H -0.65464 -1.32954 -1.96185 1.0135 -0.6139 -1.5550 0.58
H 0.30153 0.93686 -1.39652 -0.3720 -1.0071 1.6573 0.36
H 0.96591 -1.68855 1.67520 -0.5646 -0.5945 -0.8735 0.23
H 2.73785 -1.55192 -0.45283 0.5089 -0.6869 -0.8846 0.08
H 3.31195 -0.37260 0.88657 0.5280 0.4672 0.0253 0.07
```
Positions in Å, forces in eV/Å.

SMILES string	O=[N+]([O-])C1=C[C@@H]2C(=S)NN(P)[C@@H]2C=C1
net charge	0
E_HOMO	-8.55	eV
frontier orbital gap	7.657	eV
energy	-1325.62346	Eh

***

Quick rundown of energy above the lowest of the compared OMol25 structures with the same formula, charge and spin, same order as above: 0.000; 0.024; 0.000 eV